DFT (ωB97M-V/def2-TZVPD) results for a 4-piece molecular cluster, C4H19N3O3 overall at a distorted geometry.

```
29
Properties=species:S:1:pos:R:3:forces:R:3
N 1.5582 -0.0004 -1.1638 0.406 1.123 -0.234
C 0.7453 0.9026 -1.9525 -0.186 0.573 -0.070
C -0.7215 1.0921 -1.5219 -0.121 -0.055 -0.461
N -0.9751 1.3411 -0.0999 0.451 -0.256 -0.634
C -1.2265 0.1040 0.6329 -0.834 0.860 0.514
C -1.1370 0.3026 2.1358 0.463 -0.227 1.198
N 0.1676 -0.1113 2.7371 -0.348 0.123 0.021
H 1.5350 0.2411 -0.1827 -0.021 -0.205 0.032
H 1.3434 -0.9396 -1.3783 -0.327 -1.065 0.164
H 0.7314 0.5548 -2.9864 0.017 -0.121 -0.069
H 1.2245 1.8847 -2.0123 0.129 -0.009 0.274
H -1.1566 1.8941 -2.1295 0.139 0.174 0.092
H -1.2426 0.2014 -1.8684 -0.274 -0.220 0.393
H -0.1668 1.8348 0.2691 -0.150 -0.151 0.177
H -2.2742 -0.1559 0.4585 0.041 -0.206 -0.336
H -0.6151 -0.7336 0.3078 0.251 -0.165 -0.010
H -1.2662 1.3416 2.4464 -0.029 0.185 -0.566
H -1.9562 -0.2020 2.6620 -0.018 -0.293 -0.320
H 0.3497 -1.0963 2.5600 -0.033 0.035 -0.188
H 0.0514 -0.0434 3.7441 0.190 0.052 -0.021
H -0.7057 -1.7983 -4.0835 0.136 -0.038 0.044
H -2.0422 -1.8033 -3.3849 0.002 -0.042 0.141
O -1.1055 -1.9626 -3.2230 -0.115 0.042 -0.182
H 2.4535 2.1522 1.4988 0.050 0.087 -0.070
H 1.2813 1.3068 2.0396 -0.154 -0.367 -0.038
O 1.5554 1.8785 1.2968 0.295 0.219 0.158
H -0.1033 -2.6820 0.6940 0.341 0.350 -0.677
H 1.5108 -2.5771 0.8391 -0.235 0.382 -0.696
O 0.6847 -2.9099 1.1823 -0.068 -0.789 1.364
```
Positions in Å, forces in eV/Å.

Results
* SMILES string: NCCNCCN.O.O.O
* HOMO: -8.089 eV
* spin multiplicity: 1
* HOMO-LUMO gap: 8.691 eV

Mulliken population analysis, charges in e, atoms 1 to 4: -0.5500 -0.6584 -0.5519 -0.4482

***

DFT (ωB97M-V/def2-TZVPD) results for a 6-piece molecular cluster, C4H19NO6 overall at a distorted geometry.

```
30
Properties=species:S:1:pos:R:3:forces:R:3
C 2.6673 -1.2105 -0.0931 0.152 -0.241 -0.768
C 1.5157 -0.3454 0.3492 -0.033 0.642 0.514
N 1.2502 0.8212 -0.3109 -0.660 -0.169 -0.422
C 1.6785 1.1098 -1.6802 0.456 0.042 0.704
C 0.4730 1.8417 0.4048 0.193 -0.180 -0.865
O 0.9507 -0.5541 1.4233 0.215 -0.336 -0.235
H 3.4974 -0.5334 -0.3053 0.222 -0.226 0.213
H 2.9218 -1.9396 0.6732 -0.063 0.378 0.243
H 2.5414 -1.8098 -1.0016 -0.461 0.376 -0.030
H 1.6698 2.1903 -1.8343 -0.026 -0.139 0.025
H 1.0955 0.6326 -2.4738 -0.063 -0.098 0.274
H 2.7093 0.7868 -1.7209 0.281 -0.052 -0.620
H -0.3645 1.4148 0.9324 0.207 -0.277 0.384
H 1.1438 2.3585 1.0806 -0.146 0.186 0.390
H 0.0664 2.5582 -0.3094 0.159 -0.018 -0.023
H -1.3108 -2.1340 -1.3863 0.770 -0.183 -0.445
H -0.4286 -3.1632 -0.7813 0.344 -0.363 0.105
O -0.3674 -2.3990 -1.3617 -1.029 0.390 -0.089
H -3.2311 1.8999 0.0826 -0.313 0.099 0.133
H -2.0105 1.7001 0.9096 0.419 -0.209 0.372
O -2.8725 2.0990 0.9567 -0.490 0.132 -0.493
H 0.1802 0.3694 2.8729 -0.278 0.225 0.130
H -0.6888 -0.6066 3.5192 -0.254 -0.053 0.411
O -0.5947 0.3496 3.4660 0.386 -0.184 -0.343
H -1.1891 -1.8771 0.3789 0.300 -0.215 -0.315
H -1.4718 -1.6385 1.7419 -0.230 0.113 0.964
O -1.6547 -2.3167 1.0946 -0.056 0.294 -0.216
H -2.2534 0.7566 -2.0111 -0.371 -0.554 -0.255
H -2.9161 -0.6459 -2.2081 0.110 -0.122 0.140
O -3.0073 0.2852 -2.4082 0.261 0.742 0.117
```
Positions in Å, forces in eV/Å.

Results
* SMILES string: CC(=O)N(C)C.O.O.O.O.O
* HOMO: -9.948 eV
* spin multiplicity: 1
* HOMO-LUMO gap: 9.955 eV

Mulliken population analysis, charges in e, atoms 1 to 4: -1.4711 0.8981 0.1807 -1.0174

***

DFT (ωB97M-V/def2-TZVPD) results for a 6-piece molecular cluster, C4H19NO7S overall at a distorted geometry.

```
32
Properties=species:S:1:pos:R:3:forces:R:3
O 0.5275 0.3773 -0.2975 1.591 0.429 0.377
C -0.5872 0.6201 0.0436 -2.432 -0.518 -1.484
O -1.6100 -0.1833 -0.3492 -1.227 0.486 0.984
C -1.1014 2.0013 0.6392 1.742 -1.538 1.416
C -0.8112 2.0369 2.2134 -1.493 1.080 0.070
C -0.8868 0.6692 2.8965 1.438 -0.352 0.851
S 0.9371 0.1435 3.0594 -1.059 -0.631 0.116
N -0.4484 3.0418 -0.0882 -0.866 0.559 -0.803
H -1.4922 -1.1475 -0.7158 1.363 1.467 0.418
H -2.1795 2.0404 0.5070 -0.053 -0.151 -0.099
H 0.1579 2.4656 2.5173 -0.201 0.089 -0.729
H -1.5759 2.7505 2.6729 0.868 -0.962 -0.607
H -1.2529 0.6323 3.9347 -0.004 0.581 -0.512
H -1.4292 -0.0875 2.3613 -0.202 -0.208 -0.510
H 0.7201 -1.1136 3.5435 0.109 0.549 -0.171
H 0.3671 3.4912 0.2641 0.452 -0.237 0.512
H -0.3321 2.8040 -1.0674 0.041 0.226 0.265
H -3.0953 -1.1269 -2.4929 0.201 0.115 -0.683
H -2.1199 -1.7743 -3.4794 -0.395 0.133 0.032
O -2.7996 -1.0834 -3.4237 0.245 -0.281 0.656
H 0.4625 -1.3400 -3.9036 0.589 -0.316 -0.086
H -0.4625 -0.2122 -3.8307 -0.328 0.578 -0.075
O 0.4314 -0.4069 -4.1257 -0.287 -0.221 0.235
H 3.1830 -0.6508 1.0235 -0.722 0.131 0.875
H 3.9475 -0.6989 -0.1917 0.817 0.494 -1.269
O 3.5962 -1.2883 0.4504 0.502 -0.522 1.023
H 2.4864 -2.1299 -0.6284 -1.095 1.663 -0.849
H 1.6846 -0.8409 -1.2999 0.213 1.628 0.829
O 1.8422 -1.7614 -1.3003 0.136 -3.536 -0.811
H -0.6016 -2.6964 -0.1593 0.071 -0.532 0.877
H 0.1632 -2.1694 -1.3345 -0.065 -0.153 0.176
O -0.7564 -2.4442 -1.0592 0.055 -0.052 -1.022
```
Positions in Å, forces in eV/Å.

Results
* SMILES string: N[C@H](CCS)C(=O)O.O.O.O.O.O
* HOMO: -9.393 eV
* spin multiplicity: 1
* HOMO-LUMO gap: 9.669 eV

Mulliken population analysis, charges in e, atoms 1 to 4: -0.5183 0.0996 -0.5303 0.5648

***

DFT (ωB97M-V/def2-TZVPD) results for C4H20B2O6Pd as an isolated structure at a distorted geometry.

```
33
Properties=species:S:1:pos:R:3:forces:R:3
Pd 1.2383 0.9906 -0.6261 0.088 0.020 -0.082
B 4.4076 -1.2629 -2.4146 -0.054 -0.025 -0.131
H 5.1319 -0.4650 -2.4691 3.570 3.009 -0.693
H 4.7857 -2.2690 -2.5094 1.851 -4.209 -0.440
H 4.0395 -1.0816 -1.4167 -1.896 0.309 4.147
H 3.6417 -1.0529 -3.1451 -3.086 0.661 -2.886
B 1.6843 3.9778 -3.4260 0.026 -0.085 0.052
H 0.7765 3.4864 -3.1121 -3.575 -2.215 1.030
H 1.6960 4.9230 -2.9057 -0.006 4.345 2.100
H 2.5772 3.4771 -3.0848 3.495 -2.311 1.251
H 1.7406 4.1565 -4.4886 0.102 0.665 -4.564
O -2.5063 1.9555 2.6084 -1.301 -1.671 2.193
C -3.0045 1.0381 3.6180 0.192 1.663 -1.608
C -4.3484 1.5041 4.5112 0.524 4.377 -1.337
O -4.5963 2.9222 4.4892 0.557 -2.889 0.570
H -2.1997 0.7661 4.3009 0.194 0.184 0.275
H -3.2813 0.1427 3.0614 -0.259 -0.226 -0.144
H -4.0415 1.1518 5.4960 -0.175 -0.456 0.491
H -5.2585 1.0385 4.1330 0.068 -0.872 -0.130
O -1.7956 -2.0613 -2.5176 -0.639 -1.912 0.838
C -1.9751 -3.4279 -2.0832 -1.013 1.095 -0.917
C -3.4807 -3.9532 -2.1757 -0.057 2.123 -3.611
O -3.9417 -3.7279 -3.5498 0.795 -1.156 2.415
H -1.5649 -3.4458 -1.0735 0.017 0.129 0.488
H -1.3366 -4.0632 -2.6969 0.003 -0.247 -0.194
H -4.1635 -3.3916 -1.5381 0.222 0.408 0.705
H -3.5544 -4.9905 -1.8491 0.386 -0.711 0.136
O 2.2249 -1.6769 2.8697 0.137 -0.018 -0.038
H 2.6790 -1.4038 3.6669 0.095 0.166 0.139
H 1.6899 -2.4226 3.1418 -0.240 -0.155 -0.066
O 3.9066 2.9652 1.5561 -0.133 0.101 0.165
H 4.5749 3.5784 1.2502 0.093 0.114 -0.308
H 4.2544 2.6220 2.3792 0.018 -0.210 0.155
```
Positions in Å, forces in eV/Å.

Results
* charge: -4
* HOMO (spin up / spin down): 3.184 / 3.184 eV
* <S²>: 2.01
* spin multiplicity: 3
* HOMO-LUMO gap (spin up / spin down): 4.307 / 4.306 eV

Mulliken population analysis, charges in e, atoms 1 to 4: 0.0048 -0.1626 -0.1881 -0.2147

***

DFT (ωB97M-V/def2-TZVPD) results for a 11-piece molecular cluster, C4H20BO18 overall at a distorted geometry.

```
43
Properties=species:S:1:pos:R:3:forces:R:3
O 1.2102 1.1056 2.1324 -2.478 -1.399 -3.813
C 0.4201 0.8361 1.1614 0.713 0.692 3.148
O -0.2914 -0.2385 0.9685 1.277 -0.208 0.961
B -1.1401 -0.1468 -0.2661 -1.780 -1.382 -1.412
O -1.0420 1.2630 -0.6002 1.291 1.841 0.329
C -0.0809 1.8565 0.1228 -0.475 -1.993 -0.667
O 0.3915 2.9404 -0.0064 0.075 1.349 -0.484
O -2.5670 -0.5325 -0.0463 0.855 4.508 2.068
C -2.6444 -1.7759 -0.3204 1.686 -5.074 -3.115
O -3.6085 -2.5715 -0.1250 -0.719 0.884 1.273
C -1.4957 -2.1805 -1.1622 -3.124 1.745 2.641
O -0.7130 -1.0780 -1.3422 1.357 1.747 0.738
O -1.3315 -3.2813 -1.6102 1.294 -2.495 -1.831
O 1.6009 3.3344 3.7531 -0.197 0.636 0.704
H 1.0628 2.5455 3.6872 -0.017 -0.312 -0.266
H 2.4795 3.0471 3.5046 0.217 -0.128 -0.331
O -1.3316 -4.0023 -4.3171 0.114 -0.391 -1.226
H -1.2998 -3.7093 -3.4064 0.053 0.246 1.280
H -1.9714 -3.4244 -4.7329 -0.127 0.080 0.028
O 1.0784 3.1881 -3.0432 0.000 0.277 -0.246
H 1.0498 3.8951 -3.6879 0.003 -0.002 -0.228
H 1.1275 3.6356 -2.1985 -0.098 0.064 0.629
O 2.3983 4.5691 1.2116 0.672 0.641 -0.270
H 1.9006 3.7692 1.0421 -0.393 -0.352 -0.030
H 1.8369 5.0824 1.7926 -0.144 -0.142 0.240
O 1.1043 -2.1239 2.7664 0.467 -0.383 0.409
H 0.1940 -2.2788 3.0189 -0.265 0.022 -0.109
H 1.0547 -1.4426 2.0959 -0.177 0.154 -0.157
O 3.5767 1.2052 -0.8932 1.153 0.359 0.576
H 3.0682 0.9201 -1.6525 -0.545 -0.449 -0.237
H 2.9279 1.5770 -0.2957 -0.218 0.121 0.102
O -4.0554 -2.4773 2.7480 -0.103 -0.073 1.229
H -3.8067 -2.5319 1.8253 0.144 -0.051 -1.262
H -4.9298 -2.0880 2.7383 -0.074 0.077 -0.145
O -4.4432 -4.9038 -1.1281 -0.844 -1.299 -0.459
H -3.8890 -5.5694 -0.7206 0.202 0.016 -0.015
H -4.1892 -4.0857 -0.7009 0.639 1.175 0.264
O 4.4593 1.3433 1.9569 0.325 0.193 0.488
H 3.6637 0.8112 1.9597 -0.378 -0.165 0.006
H 4.7745 1.2989 1.0542 -0.061 -0.033 -0.429
O 1.5058 0.5826 -2.3879 0.216 -0.125 -0.159
H 1.2863 1.4939 -2.5818 -0.119 0.405 -0.403
H 0.6591 0.1423 -2.3141 -0.416 -0.776 0.178
```
Positions in Å, forces in eV/Å.

Results
* charge: -2
* HOMO (spin up / spin down): 0.837 / -3.136 eV
* <S²>: 0.75
* spin multiplicity: 2
* HOMO-LUMO gap (spin up / spin down): 3.365 / 7.337 eV

Mulliken population analysis, charges in e, atoms 1 to 4: -0.6851 0.6186 -0.5254 1.3641

***

DFT (ωB97M-V/def2-TZVPD) results for a 4-piece molecular cluster, C4H20N2O4 overall.

```
30
Properties=species:S:1:pos:R:3:forces:R:3
C 0.3550 1.5435 0.1051 -0.436 0.536 -0.077
O -0.0167 2.6952 -0.6444 0.050 -0.299 -0.008
C 1.0645 0.5809 -0.8377 0.294 0.215 0.020
C 1.8377 -0.5273 -0.1106 -0.122 -0.209 0.149
C 1.3568 -1.9488 -0.3784 0.020 -0.178 -0.193
N 0.0456 -2.2481 0.2783 -0.021 0.466 0.038
N 1.9999 1.4523 -1.6610 -0.199 0.107 0.099
H 1.0056 1.8667 0.9225 0.199 -0.089 -0.044
H -0.5171 1.0705 0.5554 0.064 -0.148 -0.047
H -0.9667 2.8556 -0.6060 0.065 -0.021 0.074
H 0.3539 0.1974 -1.5690 -0.045 -0.070 0.085
H 1.8295 -0.3486 0.9680 -0.068 0.094 0.017
H 2.8937 -0.4984 -0.3705 0.127 -0.017 -0.149
H 2.0692 -2.6857 -0.0132 0.092 0.147 0.138
H 1.2427 -2.1431 -1.4455 -0.095 0.059 0.016
H -0.7486 -1.7358 -0.1871 0.100 -0.050 -0.066
H 0.0240 -1.9816 1.2808 -0.042 -0.074 0.021
H -0.1509 -3.2392 0.2256 -0.091 -0.373 -0.029
H 2.4157 0.9539 -2.4449 0.114 -0.017 -0.073
H 1.4391 2.2412 -2.0120 -0.103 0.003 -0.032
H 2.7371 1.8721 -1.0939 0.192 -0.084 0.057
H -2.9338 0.6568 1.7070 0.081 -0.031 -0.071
H -3.7533 1.3867 0.6573 0.064 0.033 -0.114
O -2.8982 0.9530 0.7870 -0.211 0.071 0.184
H -0.2544 -0.9924 3.6043 -0.041 -0.076 -0.050
H -1.3237 -2.0571 3.3604 0.004 -0.025 0.006
O -0.7225 -1.4591 2.8981 0.086 0.114 0.036
H -2.4109 -1.0593 -1.7053 0.103 -0.048 -0.034
H -2.3156 -0.1240 -0.4723 0.148 -0.179 -0.039
O -1.7821 -0.7165 -1.0565 -0.328 0.142 0.087
```
Positions in Å, forces in eV/Å.

Results
* charge: +2
* HOMO: -17.913 eV
* spin multiplicity: 1
* HOMO-LUMO gap: 12.098 eV

Mulliken population analysis, charges in e, atoms 1 to 4: -0.5590 -0.5776 0.1056 -0.8929

***

DFT (ωB97M-V/def2-TZVPD) results for a 5-piece molecular cluster, C4H20N3O4S overall at a distorted geometry.

```
32
Properties=species:S:1:pos:R:3:forces:R:3
C 1.0031 1.4196 -1.6850 -0.858 1.215 0.755
N 0.6741 2.5941 -0.8001 0.450 -0.492 0.345
C 0.6672 0.0866 -1.0534 -0.331 0.230 -0.481
C 1.4857 -0.2466 0.1855 0.353 0.194 0.054
S 3.2656 -0.4410 -0.1596 -0.068 0.179 0.048
N -0.7986 -0.0495 -0.9295 -0.299 -0.209 0.512
C -1.2819 -1.4104 -1.1820 0.394 0.167 -0.884
N -1.0592 -1.8609 -2.5766 -0.019 0.444 0.573
H 0.4122 1.5905 -2.5753 -0.269 -0.321 -0.345
H 2.0264 1.4710 -1.9514 1.160 -0.324 -0.165
H 1.2749 3.3536 -1.0836 0.024 0.292 -0.204
H 1.0342 2.3819 0.1345 -0.069 -0.046 -0.266
H 0.9335 -0.6152 -1.8204 0.489 -0.556 -0.305
H 1.3194 0.5184 0.9637 0.085 -0.019 -0.092
H 1.1256 -1.1718 0.6185 -0.361 -0.318 0.074
H -1.0363 0.1200 0.0441 -0.019 0.188 0.085
H -2.3433 -1.4211 -0.9777 -0.275 -0.017 0.208
H -0.7758 -2.1125 -0.5331 -0.038 -0.469 0.303
H -0.2335 -2.4350 -2.5581 0.254 -0.217 -0.241
H -0.8061 -1.0483 -3.1354 -0.248 -0.078 -0.001
H -1.2704 2.8562 -0.8951 0.341 0.088 -0.005
H -2.0068 1.5711 -0.7944 -0.027 -0.123 -0.266
O -2.1314 2.5146 -0.6082 -0.400 0.230 0.181
H -0.5943 -3.3109 2.1309 -0.143 0.271 0.075
H -1.5977 -2.2283 2.6616 0.273 -0.030 0.026
O -1.5286 -3.0957 2.2272 -0.145 -0.399 -0.176
H -0.0654 1.4518 1.9201 0.192 0.154 -0.156
H -1.1559 2.1949 1.0591 -0.190 -0.675 0.411
O -1.0127 1.5444 1.7947 -0.176 0.472 -0.132
H -1.3400 0.0367 2.8362 -0.061 -0.097 0.356
H -0.4382 -0.7992 3.7898 -0.226 0.167 -0.096
O -1.3612 -0.6375 3.5489 0.209 0.100 -0.190
```
Positions in Å, forces in eV/Å.

Results
* charge: -1
* HOMO: -3.250 eV
* spin multiplicity: 1
* HOMO-LUMO gap: 6.342 eV

Mulliken population analysis, charges in e, atoms 1 to 4: -1.4718 -0.5124 0.2453 -0.3846

***

- The highest spin multiplicity belongs to which entry?
  C4H20B2O6Pd